This record from the OMol25 dataset describes a single C8H10N2 molecule in a non-equilibrium geometry. The level of theory is ωB97M-V/def2-TZVPD.

Each atom is followed by the atoms it is bonded to, with distances in Å.
Cartesian coordinates (Å):
1 C 0.1352 1.4850 1.7319  C2 1.403, C3 1.492, H11 1.019
2 C 0.8287 2.5298 1.1025  C1 1.403, C4 1.368, H12 1.100
3 C 0.2736 0.3604 0.7608  C1 1.492, C5 1.507, C8 1.504, N10 1.527
4 C 1.0480 2.0431 -0.1573  C2 1.368, C5 1.511
5 C 1.5154 0.6102 -0.0552  C3 1.507, C4 1.511, H13 1.131, H14 1.097
6 C -0.3979 -1.9216 -0.2842  C7 1.463, C8 1.530, H15 1.144, H16 1.096
7 C -0.7753 -1.3559 -1.5798  C6 1.463, N9 1.431, H17 1.233, H18 1.102
8 C -0.6152 -0.8523 0.7879  C3 1.504, C6 1.530, N10 1.466, H19 1.042
9 N -1.1737 -0.0261 -1.2321  C7 1.431, N10 1.357, H20 1.028
10 N -1.0897 0.3367 0.0728  C3 1.527, C8 1.466, N9 1.357
11 H -0.5657 1.4873 2.4718  C1 1.019
12 H 0.7984 3.5588 1.4916  C2 1.100
13 H 2.3912 0.2807 0.5808  C5 1.131
14 H 1.6220 0.0090 -0.9666  C5 1.097
15 H -0.9374 -2.8394 0.1337  C6 1.144
16 H 0.6807 -2.0525 -0.1427  C6 1.096
17 H 0.1809 -1.3209 -2.3581  C7 1.233
18 H -1.5247 -1.9410 -2.1368  C7 1.102
19 H -1.0742 -1.1310 1.6814  C8 1.042
20 H -1.3203 0.7398 -1.9024  N9 1.028

- Frontier orbital gap: 7.2 eV
- Charge: 0
- Largest force on an atom: 4.90 eV Å⁻¹
- E_tot: -11430.590 eV
- Highest occupied orbital energy: -7.197 eV